Record 1
An isolated molecule of C7H7NO at a distorted geometry. Source: OMol25; level of theory: ωB97M-V/def2-TZVPD.

```
16
Properties=species:S:1:pos:R:3
C -1.9717 -2.0404 -0.8476
C -1.9609 -1.1287 -0.0609
C -1.9445 0.0754 0.8104
C -0.7574 0.9221 0.2050
C 0.5208 0.3444 0.0653
C 1.6260 -0.1425 0.1650
C 2.8173 -0.9310 0.0529
N -1.0439 2.0904 -0.1333
O 0.0778 2.7560 -0.5764
H -1.7530 -2.9631 -1.4305
H -2.8490 0.6859 0.7248
H -1.9473 -0.1305 1.8345
H 3.2228 -1.1900 1.1016
H 3.5391 -0.2375 -0.5159
H 2.5954 -1.8217 -0.6794
H -0.1716 3.7113 -0.7156
```

As for the molecular weight: 121.1 g/mol. The calculation puts the LUMO energy at 0.877 eV. The HOMO-LUMO gap comes out at 10.040 eV. The calculation puts the HOMO energy at -0.33672 Ha. Its SMILES is C#CC/C(C#CC)=N/O. The multiplicity is 1.

Here are the Löwdin charges for atoms 1 to 2, given in e: 0.094, -0.147

Record 2
An isolated molecule of C3H5NO2 at a distorted geometry. Source: OMol25; level of theory: ωB97M-V/def2-TZVPD.

```
11
Properties=species:S:1:pos:R:3
C -0.9359 -0.6492 0.6008
C -0.2852 0.3960 -0.0146
N -0.8058 1.5884 0.3087
O 0.7165 0.3950 -0.9405
C 1.5108 -0.7315 -0.9787
O 2.3769 -0.8566 -1.7894
H -0.9099 -0.6823 1.6867
H -1.1033 -1.5900 0.1174
H -1.5629 1.1388 0.8988
H -0.2362 2.4421 0.3075
H 1.2350 -1.4505 -0.1966
```

As for the molecular weight: 87.1 g/mol. The calculation puts the LUMO energy at 0.839 eV. The HOMO-LUMO gap comes out at 9.222 eV. The calculation puts the HOMO energy at -0.30809 Ha. Its SMILES is C=C(N)OC=O. The multiplicity is 1.

Here are the Löwdin charges for atoms 1 to 2, given in e: -0.033, -0.498

Record 3
An isolated molecule of C3H6S3 at a distorted geometry. Source: OMol25; level of theory: ωB97M-V/def2-TZVPD.

```
12
Properties=species:S:1:pos:R:3
S -0.3829 -0.2962 -2.2836
C 0.0123 -0.3043 -0.7488
C -0.6123 -1.0998 0.3314
S -1.5277 -0.0179 1.5786
C 1.3414 0.2979 -0.2536
S 1.0623 2.1200 -0.4071
H 0.1361 -1.6056 0.9263
H -1.2907 -1.7906 -0.0686
H -2.3757 0.6369 0.8228
H 1.6649 0.0499 0.7036
H 2.1934 0.0964 -0.9056
H -0.2209 1.9133 0.3046
```

As for the molecular weight: 138.3 g/mol. The calculation puts the LUMO energy at -0.594 eV. The HOMO-LUMO gap comes out at 8.305 eV. The calculation puts the HOMO energy at -0.32703 Ha. Its SMILES is S=C(CS)CS. The multiplicity is 1.

Here are the Löwdin charges for atoms 1 to 2, given in e: 0.776, -0.999

Record 4
A cluster of 2 separate species, C3H2F4O in total at a distorted geometry. Source: OMol25; level of theory: ωB97M-V/def2-TZVPD.

```
10
Properties=species:S:1:pos:R:3
C -1.1801 -1.5242 -0.5526
C -0.0633 -1.2286 0.0475
C 0.4033 1.4619 0.3596
O 1.4083 1.9360 -0.3600
F -1.6642 -2.7770 -0.8098
F 1.0330 -1.7846 0.4910
F 0.6449 1.5071 1.6478
F -0.7852 1.7639 0.0688
H -1.9939 -0.8702 -0.8750
H 2.1971 1.5158 -0.0174
```

As for the molecular weight: 130.0 g/mol. The calculation puts the LUMO energy (alpha / beta) at 0.148 / -0.442 eV. The HOMO-LUMO gap (alpha / beta) comes out at 9.605 / 8.099 eV. The calculation puts the HOMO energy (alpha / beta) at -0.34751 / -0.31387 Ha. The multiplicity is 1.

Here are the Löwdin charges for atoms 1 to 2, given in e: -0.170, -0.090

Record 5
A structure of composition C48H119BeN7O16 at a distorted geometry. Source: OMol25; level of theory: ωB97M-V/def2-TZVPD.

```
191
Properties=species:S:1:pos:R:3
Be -7.1952 -1.8175 1.1991
C -0.5251 -0.0757 0.4285
C -1.6191 -0.2291 -0.6453
C -1.0173 -0.3482 -1.9914
O -2.5374 -1.1949 -0.2492
H 0.0906 -0.9103 0.7640
H -0.9747 0.2615 1.3624
H 0.2222 0.6832 0.1969
H -2.1469 0.7239 -0.6824
H -0.4349 -1.2657 -2.0756
H -0.4462 0.5540 -2.2105
H -1.8333 -0.4392 -2.7082
C -5.3407 4.3453 2.6348
C -6.4347 3.8643 3.6158
C -7.3940 4.9980 3.6068
O -6.9756 2.6545 3.3127
H -5.6077 4.5021 1.5897
H -4.5187 3.6302 2.6674
H -4.9558 5.3376 2.8698
H -5.8288 3.8779 4.5218
H -6.8903 5.9631 3.5514
H -7.9059 5.1252 4.5606
H -8.1803 5.0652 2.8549
C 3.5193 4.5187 5.5299
O 2.7563 5.7132 5.6556
C 2.0765 6.1552 4.4552
C 1.1995 7.4053 4.7569
N 1.9528 8.5654 5.0616
C 1.1240 9.5824 5.8096
C 1.3258 9.3376 7.3547
O 2.7543 9.3599 7.7040
C 3.2928 10.6526 7.7356
H 4.5737 4.7934 5.4998
H 3.3430 3.9349 4.6264
H 3.4547 3.8612 6.3968
H 1.3997 5.3262 4.2484
H 2.7339 6.3065 3.5990
H 0.4171 7.2328 5.4959
H 0.6464 7.5930 3.8366
H 2.8099 8.3968 5.5685
H 0.0870 9.6343 5.4780
H 1.6850 10.4634 5.4979
H 0.8299 8.4433 7.7322
H 0.8138 10.1861 7.8086
H 3.3231 11.2221 6.8066
H 4.3251 10.6187 8.0839
H 2.8465 11.2940 8.4955
C -8.0836 0.4211 -2.0573
O -8.1596 -1.0038 -1.8434
C -7.8714 -1.6944 -3.0568
C -8.2634 -3.2110 -3.0444
N -7.7602 -3.8372 -1.7816
C -8.3731 -5.1533 -1.6717
C -9.7283 -4.9393 -0.9148
O -9.5860 -4.2004 0.3271
C -10.7329 -4.3443 1.2034
H -7.0296 0.6930 -2.1156
H -8.4155 1.0010 -1.1961
H -8.5516 0.7599 -2.9815
H -6.8055 -1.4874 -3.1515
H -8.2513 -1.3557 -4.0207
H -7.9602 -3.6793 -3.9808
H -9.3430 -3.3091 -3.1581
H -6.7922 -4.0747 -1.9445
H -7.7683 -5.8405 -1.0801
H -8.5743 -5.6600 -2.6156
H -10.0497 -5.9657 -0.7380
H -10.5510 -4.4524 -1.4385
H -10.7651 -5.3112 1.7055
H -11.6231 -4.0564 0.6441
H -10.6140 -3.5731 1.9645
C 8.1640 -0.8122 -0.1669
O 8.9078 -0.3628 0.9612
C 9.8348 0.5722 0.4990
C 10.8699 0.1417 -0.4802
N 11.9824 -0.6460 0.0277
C 11.5890 -2.0168 0.4637
C 12.7640 -2.9112 0.4918
O 13.4311 -2.8624 -0.7406
C 14.3312 -3.9281 -0.9334
H 7.7190 -0.0775 -0.8380
H 7.3509 -1.3708 0.2969
H 8.7754 -1.4701 -0.7846
H 10.3686 0.9036 1.3896
H 9.3963 1.4621 0.0476
H 11.3299 1.0476 -0.8750
H 10.4356 -0.4040 -1.3179
H 12.6409 -0.8602 -0.7075
H 10.8783 -2.4864 -0.2163
H 11.1554 -2.0611 1.4627
H 12.3606 -3.9142 0.6312
H 13.3805 -2.5927 1.3323
H 15.1037 -3.9490 -0.1647
H 14.8708 -3.6996 -1.8526
H 13.8312 -4.8914 -1.0346
C -0.5089 1.8897 -8.0571
O -0.8320 1.2129 -9.2335
C -0.8365 -0.1794 -8.9728
C -1.1585 -0.8830 -10.2797
N 0.0083 -0.7782 -11.1489
C 1.0974 -1.7131 -10.8654
C 2.5022 -1.4396 -11.5356
O 2.8120 -0.0382 -11.3603
C 3.4649 0.1692 -10.1333
H -1.1386 1.5598 -7.2308
H -0.4480 2.9692 -8.1949
H 0.5321 1.6486 -7.8419
H -1.5691 -0.4667 -8.2186
H 0.1697 -0.5029 -8.7063
H -2.0930 -0.4762 -10.6661
H -1.3534 -1.9262 -10.0310
H 0.3876 0.1578 -11.1339
H 0.8586 -2.7423 -11.1334
H 1.2499 -1.6846 -9.7865
H 2.4692 -1.6460 -12.6054
H 3.2219 -2.1456 -11.1214
H 3.6874 1.2326 -10.0452
H 4.4057 -0.3688 -10.0168
H 2.8779 -0.0398 -9.2389
C -4.3042 -6.7177 -6.7958
O -3.4757 -5.9783 -5.8743
C -3.1218 -6.8171 -4.7407
C -2.3516 -5.9942 -3.6944
N -2.5713 -6.4949 -2.3356
C -1.4869 -7.3276 -1.8688
C -1.8669 -7.7560 -0.4881
O -0.9550 -8.7352 0.0049
C -1.1931 -9.1541 1.3526
H -4.8498 -5.9298 -7.3152
H -4.9045 -7.4851 -6.3071
H -3.7521 -7.2542 -7.5674
H -2.5962 -7.7469 -4.9584
H -4.0501 -7.1995 -4.3164
H -2.8896 -5.0471 -3.7343
H -1.2866 -5.8142 -3.8407
H -2.5963 -5.6277 -1.8185
H -0.5022 -6.8642 -1.9300
H -1.4021 -8.1893 -2.5310
H -2.8689 -8.1810 -0.4294
H -1.7813 -6.8789 0.1534
H -1.3631 -8.3324 2.0484
H -0.3314 -9.7553 1.6424
H -2.0752 -9.7923 1.4067
C 0.6581 -3.7817 6.6184
O 1.4022 -4.0581 7.7754
C 1.3203 -3.3300 8.9537
C -0.0745 -2.9307 9.4463
N -0.8182 -4.0748 9.8434
C -2.0441 -3.7187 10.5233
C -2.9620 -4.9091 10.7357
O -3.4943 -5.3910 9.5085
C -4.3284 -6.5205 9.6288
H 0.7815 -4.6358 5.9526
H 1.0842 -2.8564 6.2307
H -0.3818 -3.5462 6.8449
H 2.0276 -2.5137 8.8070
H 1.7509 -3.9087 9.7709
H -0.5782 -2.2986 8.7150
H 0.0948 -2.3077 10.3245
H -0.8436 -4.9193 9.2901
H -2.5528 -3.0111 9.8687
H -1.9224 -3.2338 11.4919
H -3.8030 -4.6586 11.3824
H -2.3493 -5.6934 11.1800
H -4.7519 -6.7664 8.6550
H -5.1641 -6.2445 10.2718
H -3.8098 -7.4434 9.8884
C -1.1853 9.4328 -0.5611
O -0.2110 8.3972 -0.8564
C -0.6126 7.3559 -1.7263
C 0.2756 6.1637 -1.8431
N 1.5225 6.5915 -2.4872
C 2.5841 5.5636 -2.3505
C 3.9282 5.8772 -3.1132
O 4.8369 4.7905 -3.1170
C 6.0793 5.0113 -3.7563
H -1.6399 9.8722 -1.4490
H -0.7032 10.2045 0.0391
H -1.9642 8.9059 -0.0100
H -0.8371 7.7374 -2.7223
H -1.6032 7.0263 -1.4129
H -0.2552 5.4202 -2.4377
H 0.3936 5.8380 -0.8096
H 1.8305 7.3903 -1.9513
H 2.2055 4.6022 -2.6976
H 2.7837 5.3818 -1.2944
H 4.3243 6.8087 -2.7090
H 3.6997 6.1118 -4.1529
H 6.7295 5.8170 -3.4154
H 6.0005 5.1331 -4.8366
H 6.6864 4.1436 -3.4980
```

As for the molecular weight: 1059.5 g/mol. The calculation puts the LUMO energy at -4.965 eV. The HOMO-LUMO gap comes out at 2.179 eV. The calculation puts the HOMO energy at -0.26256 Ha. The multiplicity is 1.

Here are the Löwdin charges for atoms 1 to 2, given in e: 0.417, -0.067

Record 6
A structure of composition C25H37AuBGeNO4. Source: OMol25; level of theory: ωB97M-V/def2-TZVPD.

```
70
Properties=species:S:1:pos:R:3
Au -1.1872 -2.5980 2.6801
C -2.8930 -0.1564 0.5435
C -2.7109 -0.8461 -0.7798
C -2.9132 -2.2209 -0.8676
C -2.7029 -2.8742 -2.0697
C -2.2634 -2.1772 -3.1824
C -2.0355 -0.7996 -3.1088
N -1.4802 -0.0709 -4.1605
C -1.3269 -0.4624 -5.4747
C -2.2696 -1.2622 -6.1384
C -2.1014 -1.6068 -7.4675
C -0.9943 -1.1581 -8.1769
C -0.0744 -0.3448 -7.5289
C -0.2128 0.0231 -6.1974
C 0.8569 0.9586 -5.5880
O 1.8591 1.1729 -6.2894
O 0.6212 1.4250 -4.4352
C -2.2986 -0.1236 -1.9026
C -2.0897 1.3641 -1.8032
H -3.1760 -0.8745 1.3131
H -3.6576 0.6248 0.4931
H -1.9556 0.3061 0.8588
H -3.1891 -2.7738 0.0225
H -2.8315 -3.9488 -2.1327
H -2.0233 -2.7137 -4.0866
H -0.7540 0.6376 -3.9400
H -3.1519 -1.5917 -5.6045
H -2.8494 -2.2265 -7.9515
H -0.8529 -1.4333 -9.2157
H 0.8027 0.0355 -8.0369
H -2.1141 1.8428 -2.7810
H -1.1237 1.5937 -1.3471
H -2.8568 1.8226 -1.1769
C 2.8371 -0.4073 0.8949
C 1.6879 -0.8210 -0.0233
C 1.5553 0.1679 -1.1613
O 0.4925 -0.8189 0.7737
B 0.2630 -2.1163 1.2689
O 1.1635 -2.9895 0.6361
C 1.7791 -2.3026 -0.4648
C 3.1946 -2.8251 -0.6486
C 0.9441 -2.5887 -1.7088
H 2.5978 0.5672 1.3234
H 3.7810 -0.3264 0.3508
H 2.9522 -1.1209 1.7122
H 1.4725 1.1826 -0.7681
H 0.6796 -0.0306 -1.7709
H 2.4241 0.1384 -1.8224
H 3.7635 -2.7639 0.2782
H 3.7156 -2.2591 -1.4255
H 3.1539 -3.8716 -0.9564
H -0.0734 -2.2149 -1.5800
H 0.8870 -3.6694 -1.8523
H 1.3735 -2.1347 -2.6043
C -3.3513 -2.5753 7.3766
Ge -2.1107 -2.3259 5.8328
C -0.4109 -3.1363 6.4205
C -1.8204 -0.3784 5.7418
C -2.7008 -3.0652 4.1621
H -2.9508 -2.1299 8.2917
H -3.5217 -3.6395 7.5570
H -4.3172 -2.1119 7.1622
H -0.0842 -2.7307 7.3814
H 0.3561 -2.9417 5.6694
H -0.5184 -4.2187 6.5186
H -1.4120 0.0030 6.6810
H -2.7588 0.1411 5.5356
H -1.1258 -0.1583 4.9306
H -3.6706 -2.6325 3.8910
H -2.8468 -4.1456 4.2859
```

As for the molecular weight: 696.0 g/mol. The calculation puts the LUMO energy at 4.702 eV. The HOMO-LUMO gap comes out at 6.959 eV. The calculation puts the HOMO energy at -0.08293 Ha. The multiplicity is 1. As for the total charge: -2.

Here are the Löwdin charges for atoms 1 to 2, given in e: 0.684, -0.065